Arrangement 1

Computed, not measured: an isolated molecule of C10H16, with ωB97M-V with the def2-TZVPD basis set.

Calculated values
* gap between HOMO and LUMO: 8.93 eV
* HOMO energy: -7.962 eV
* multiplicity: 1
* molecular weight: 136.238 g/mol

```
26
Properties=species:S:1:pos:R:3:nbo_charge:R:1
C -3.284 -1.779 1.994 -0.68
C -2.207 -0.878 1.523 0.01
C -1.253 -0.214 1.112 -0.05
C -0.246 0.666 0.574 -0.10
C -0.429 2.042 0.669 0.08
C 0.463 3.067 0.048 -0.65
C -1.551 2.664 1.519 -0.65
C 0.898 -0.063 -0.158 -0.23
C 0.828 0.112 -1.679 -0.60
C 2.290 0.217 0.479 -0.60
H -4.251 -1.250 2.110 0.23
H -2.987 -2.185 2.955 0.23
H -3.391 -2.598 1.256 0.24
H -0.065 3.786 -0.571 0.22
H 0.943 3.640 0.858 0.22
H 1.283 2.610 -0.518 0.21
H -1.808 2.040 2.374 0.23
H -1.269 3.663 1.869 0.21
H -2.449 2.802 0.915 0.22
H 0.710 -1.148 -0.052 0.21
H -0.180 0.040 -2.072 0.22
H 1.406 -0.669 -2.195 0.21
H 1.199 1.085 -1.938 0.20
H 2.619 1.262 0.412 0.20
H 3.100 -0.375 0.017 0.21
H 2.273 -0.007 1.549 0.22
```



Arrangement 2

Computed, not measured: a cluster of 2 separate species, C10H16 in total, with ωB97M-V with the def2-TZVPD basis set.

Calculated values
* gap between HOMO and LUMO: 9.93 eV
* HOMO energy: -8.945 eV
* multiplicity: 1
* molecular weight: 136.238 g/mol

```
26
Properties=species:S:1:pos:R:3:nbo_charge:R:1
C 0.023 -0.398 3.451 -0.64
C 0.498 0.286 2.199 -0.01
C 1.102 -0.539 1.226 -0.21
C 1.790 0.007 0.159 -0.20
C 2.050 1.377 0.114 -0.22
C 1.511 2.195 1.119 -0.21
C 0.783 1.643 2.162 -0.21
H -0.745 -1.157 3.221 0.22
H -0.298 0.416 4.128 0.22
H 0.756 -1.105 3.842 0.22
H 1.265 -1.593 1.395 0.21
H 2.190 -0.696 -0.564 0.21
H 2.652 1.820 -0.677 0.22
H 1.474 3.279 1.029 0.21
H 0.289 2.218 2.929 0.20
C -0.345 -1.305 -2.150 -0.61
C -1.507 -0.374 -1.798 -0.41
C -2.492 -0.314 -2.972 -0.62
H -0.660 -2.325 -2.408 0.20
H 0.397 -1.472 -1.352 0.20
H 0.350 -0.994 -2.917 0.20
H -1.913 -0.785 -0.868 0.20
H -1.067 0.567 -1.467 0.21
H -1.966 -0.444 -3.912 0.21
H -3.311 -1.044 -2.877 0.21
H -2.824 0.738 -3.012 0.21
```



Arrangement 3

Computed, not measured: a cluster of 2 separate species, C10H16 in total, with ωB97M-V with the def2-TZVPD basis set.

Calculated values
* gap between HOMO and LUMO: 10.03 eV
* HOMO energy: -9.020 eV
* multiplicity: 1
* molecular weight: 136.238 g/mol

```
26
Properties=species:S:1:pos:R:3:nbo_charge:R:1
C 0.949 -1.731 -1.303 -0.61
C 0.097 -0.923 -0.357 -0.43
C 0.840 0.034 0.536 0.01
C 0.776 -0.035 1.911 -0.23
C 1.304 0.979 2.714 -0.19
C 1.941 2.051 2.128 -0.23
C 2.148 2.042 0.750 -0.20
C 1.657 1.026 -0.038 -0.22
H 1.667 -2.417 -0.838 0.21
H 1.569 -1.166 -1.995 0.20
H 0.378 -2.416 -1.945 0.21
H -0.727 -0.415 -0.856 0.22
H -0.443 -1.636 0.275 0.21
H 0.250 -0.839 2.403 0.21
H 1.150 0.944 3.780 0.21
H 2.397 2.843 2.703 0.21
H 2.696 2.854 0.298 0.21
H 1.748 0.968 -1.115 0.21
C -3.027 -1.106 -2.273 -0.60
C -4.543 -1.026 -2.208 -0.60
H -2.624 -1.217 -1.271 0.20
H -2.757 -1.956 -2.885 0.20
H -2.550 -0.251 -2.761 0.20
H -4.932 -1.974 -1.847 0.20
H -4.977 -0.853 -3.196 0.20
H -4.859 -0.206 -1.567 0.20
```



Relative calculated energies, zero for the most stable structure, unit hartree: arrangement 1 0.0700; arrangement 2 0.0256; arrangement 3 0.0000.